Record 1
90
Properties=species:S:1:pos:R:3 method="wB97M-V/def2-TZVPD" multiplicity=1 homo_ev=-8.7
O -1.8078 -3.2147 -0.1289
B -2.9822 -2.5863 -0.4700
O -4.1365 -2.6776 0.3262
C -2.8989 -1.7249 -1.8080
C -2.0826 -0.4424 -1.4771
C -0.7604 -0.4028 -2.2474
O 0.0567 0.6101 -1.6542
C 1.0106 0.0876 -0.8307
F 0.4871 -0.5399 0.2849
Br 2.0348 1.6267 -0.1690
O -2.8029 0.7785 -1.6545
C -3.6063 1.0663 -0.5860
S -4.8166 2.3186 -1.1637
I -2.4906 1.9550 1.0858
H -2.0302 -4.0524 0.3060
H -4.0189 -2.0789 1.0761
H -3.8774 -1.5339 -2.2578
H -2.3489 -2.3625 -2.5121
H -1.7854 -0.4900 -0.4157
H -1.0071 -0.1179 -3.2808
H -0.2909 -1.3918 -2.2967
H 1.6428 -0.6535 -1.3498
H -4.1560 0.1889 -0.2261
H -5.0533 2.9947 -0.0202
C 2.4332 1.3628 3.4207
C 1.8869 2.3191 4.3822
N 1.4580 3.0639 5.1430
H 1.6541 0.6763 3.0971
H 2.8230 1.8884 2.5535
H 3.2355 0.7950 3.8850
C 2.6158 -3.3571 0.8575
C 3.0280 -2.6820 -0.3727
N 3.3519 -2.1487 -1.3376
H 3.1151 -4.3168 0.9356
H 2.8791 -2.7443 1.7187
H 1.5372 -3.5153 0.8495
C -5.8757 -5.3957 -1.8964
C -4.8871 -4.6288 -2.6540
N -4.1130 -4.0255 -3.2483
H -6.2053 -4.8189 -1.0338
H -6.7339 -5.6172 -2.5280
H -5.4340 -6.3295 -1.5537
C 1.0206 1.0414 -6.3452
C 0.3893 -0.2478 -6.0617
N -0.1053 -1.2585 -5.8394
H 1.0690 1.6358 -5.4337
H 2.0294 0.8833 -6.7214
H 0.4412 1.5799 -7.0929
C -1.2030 2.9795 7.6109
C -1.8322 1.6982 7.9349
N -2.3204 0.6913 8.1887
H -1.1349 3.5947 8.5064
H -0.2021 2.8099 7.2164
H -1.7929 3.5042 6.8623
C 4.8494 -3.8477 4.1317
C 4.2905 -4.8739 3.2521
N 3.8522 -5.6750 2.5575
H 4.0733 -3.1361 4.4099
H 5.2490 -4.3120 5.0318
H 5.6502 -3.3185 3.6181
C -4.3664 3.6491 -4.3818
C -4.6176 4.8777 -5.1380
N -4.8143 5.8407 -5.7295
H -3.3823 3.2562 -4.6313
H -4.4046 3.8551 -3.3166
H -5.1197 2.9025 -4.6269
C 1.3522 5.5028 -3.2736
C 1.4772 4.2682 -2.4957
N 1.5758 3.3042 -1.8713
H 1.7733 6.3366 -2.7144
H 1.8883 5.4024 -4.2155
H 0.3029 5.7061 -3.4806
C 2.2109 -1.8186 7.6603
C 2.3963 -1.5598 6.2326
N 2.5418 -1.3528 5.1133
H 1.4343 -1.1656 8.0549
H 1.9155 -2.8551 7.8117
H 3.1411 -1.6303 8.1932
C 0.7871 -4.6275 -2.7464
C 0.0190 -5.1115 -1.5981
N -0.5925 -5.4906 -0.7056
H 1.0858 -5.4676 -3.3703
H 0.1768 -3.9449 -3.3373
H 1.6779 -4.1030 -2.4039
C 4.9238 6.8392 -0.5807
C 4.2471 7.6084 -1.6264
N 3.7168 8.2108 -2.4464
H 5.3138 7.5135 0.1792
H 4.2213 6.1483 -0.1177
H 5.7472 6.2739 -1.0128

Record 2
83
Properties=species:S:1:pos:R:3 method="wB97M-V/def2-TZVPD" multiplicity=4 homo_ev="-20.2 / -20.4" total_charge=+4
Re 1.3170 -3.7413 -0.9529
C 5.3204 -0.2519 -0.2469
C 3.8923 0.1118 -0.5597
C 3.4848 1.3810 -0.8874
C 2.1364 1.6653 -1.2146
N 1.1978 0.7287 -1.0973
N 1.5939 -0.4873 -0.7601
B 0.5062 -1.5678 -0.4751
N 0.2164 -1.5113 1.0804
N 0.2158 -0.3070 1.5851
C -0.0434 -0.1640 2.9064
C -0.3645 -1.2880 3.6997
C -0.3565 -2.5575 3.1769
C -0.6441 -3.7862 3.9980
C -0.0089 -2.6226 1.8066
S 0.1312 -4.1458 1.0222
C 0.0095 1.2101 3.5160
C 0.9343 1.1402 4.7579
C 0.5406 2.2607 2.5268
C -1.4276 1.5711 3.9639
N -0.8427 -1.2310 -1.2307
N -1.5144 -0.1731 -0.8315
C -2.6786 0.0924 -1.4487
C -3.1628 -0.7401 -2.4831
C -2.4562 -1.8338 -2.9085
C -2.9247 -2.7479 -4.0134
C -1.2625 -2.0452 -2.2076
S -0.2582 -3.3905 -2.6162
C -3.4740 1.3088 -1.0605
C -3.4209 2.2859 -2.2586
C -2.8973 1.9817 0.1882
C -4.9382 0.8798 -0.8098
C 2.8631 -0.8316 -0.5646
S 3.2048 -2.5321 -0.3925
C 1.7656 3.0400 -1.7095
C 2.2410 4.0939 -0.6900
C 0.2565 3.1781 -1.9199
C 2.5111 3.2299 -3.0509
H 5.9597 0.6247 -0.2970
H 5.7132 -0.9878 -0.9544
H 5.4065 -0.6769 0.7576
H 4.2167 2.1817 -0.9244
H -0.5839 -1.1479 4.7529
H -0.9379 -3.5135 5.0091
H 0.2411 -4.4262 4.0705
H -1.4541 -4.3818 3.5629
H 1.9359 0.7835 4.4983
H 0.5339 0.5132 5.5595
H 1.0292 2.1472 5.1625
H 1.6129 2.1102 2.3439
H 0.4071 3.2517 2.9622
H 0.0228 2.2332 1.5683
H -1.8124 0.8736 4.7176
H -2.1263 1.5879 3.1213
H -1.4116 2.5651 4.4158
H -4.1238 -0.5191 -2.9339
H -3.8444 -2.3753 -4.4560
H -3.1187 -3.7574 -3.6363
H -2.1788 -2.8289 -4.8112
H -2.3967 2.6020 -2.4773
H -4.0075 3.1717 -2.0122
H -3.8493 1.8515 -3.1684
H -1.8231 2.1260 0.1139
H -3.1086 1.3851 1.0823
H -3.3654 2.9563 0.3126
H -5.4596 0.5548 -1.7143
H -5.4803 1.7446 -0.4322
H -5.0047 0.0841 -0.0613
H 1.8311 3.9071 0.3088
H 1.8958 5.0741 -1.0182
H 3.3308 4.1531 -0.6150
H -0.2761 3.1507 -0.9651
H -0.1379 2.3894 -2.5684
H 0.0565 4.1403 -2.3886
H 3.5998 3.1969 -2.9372
H 2.2589 4.2125 -3.4481
H 2.2144 2.4767 -3.7884
N 1.4582 -5.8404 -1.5258
N 2.5172 -5.4966 -0.6060
H 0.8581 -6.6082 -1.2139
H 1.7980 -6.0611 -2.4657
H 3.4579 -5.5914 -0.9982
H 2.4822 -6.0396 0.2592